Density functional theory data (ωB97M-V with the def2-TZVPD basis set) for 2 unconnected molecules or ions with the total composition C2H2Cl3NO in a non-equilibrium geometry.

Properties
**LUMO (spin up / spin down)**: -0.65 / -0.88 eV
**Energy above the lowest of the compared OMol25 structures with the same formula, charge and spin**: 416.5 kJ/mol
**Gap between HOMO and LUMO (spin up / spin down)**: 8.46 / 8.33 eV
**HOMO energy (spin up / spin down)**: -9.11 / -9.21 eV

Geometry as XYZ:
```
9
Properties=species:S:1:pos:R:3:forces:R:3
C -0.715 -0.366 -0.174 -1.30 0.51 -1.42
C 0.748 -0.560 -0.110 -0.74 0.01 3.03
N -1.017 1.589 0.764 1.90 1.84 -3.98
O -0.572 2.434 0.062 -1.89 -2.98 2.84
Cl 1.608 0.270 -1.286 0.75 1.00 -1.50
Cl 1.379 -2.220 0.021 -0.39 -0.11 -0.02
Cl 1.170 0.271 1.580 0.35 -0.76 -0.51
H -1.154 -0.454 -1.188 0.81 0.91 0.06
H -1.446 -0.963 0.331 0.52 -0.43 1.51
```
Forces are in eV/Å.

Want to see where the charge sits? The Mulliken charges in e are: -0.86 0.56 0.14 -0.09 -0.08 -0.14 -0.19 0.33 0.35

=====

Density functional theory data (ωB97M-V with the def2-TZVPD basis set) for 2 unconnected molecules or ions with the total composition C21H22FNO6 in a non-equilibrium geometry.

Properties
**LUMO**: -2.04 eV
**Gap between HOMO and LUMO**: 8.10 eV
**SMILES**: CCCCCCCC1=CC(=O)C(C(=O)NC(=O)F)=CC1=O.O=C1C=CC(=O)C=C1
**HOMO energy**: -10.14 eV

Geometry as XYZ:
```
51
Properties=species:S:1:pos:R:3:forces:R:3
C -1.049 3.248 -4.833 -0.33 -0.22 0.13
C -2.365 3.448 -4.094 0.64 -0.39 0.60
C -2.462 2.469 -2.908 -0.02 -0.18 -1.12
C -2.839 1.055 -3.387 -0.36 0.34 0.30
C -3.658 0.199 -2.405 0.69 -0.04 0.06
C -3.351 0.403 -0.923 -0.33 -0.39 -0.57
C -1.916 -0.008 -0.621 -0.55 0.70 0.28
C -1.522 -0.225 0.817 0.24 -0.25 -0.22
C -0.232 -0.436 1.094 -0.09 -0.04 0.21
C 0.326 -0.670 2.437 0.99 0.14 -0.17
O 1.535 -0.741 2.622 -1.01 -0.02 0.02
C -0.647 -0.777 3.545 -0.05 -0.38 -0.12
C -0.123 -1.044 4.916 -0.04 1.16 1.53
O 0.048 -0.130 5.700 -0.04 -1.18 -0.95
N 0.145 -2.383 5.323 0.67 0.25 -0.99
C 0.206 -3.366 4.297 1.00 -0.28 -1.15
O 1.108 -3.599 3.539 -1.23 0.23 1.30
F -0.923 -4.063 4.262 -0.12 0.06 -0.08
C -1.935 -0.571 3.300 0.20 -0.04 0.25
C -2.480 -0.242 1.955 -0.31 0.00 0.29
O -3.667 -0.009 1.871 0.24 0.00 -0.07
H -0.225 3.387 -4.147 0.32 0.18 0.15
H -0.976 2.231 -5.197 0.04 -0.23 -0.26
H -0.939 3.929 -5.663 0.08 0.19 -0.30
H -3.197 3.278 -4.761 -0.40 0.21 -0.21
H -2.386 4.457 -3.705 -0.24 0.38 -0.05
H -1.465 2.426 -2.491 0.17 0.12 0.62
H -3.161 2.846 -2.179 -0.22 0.07 0.30
H -1.941 0.526 -3.679 0.27 -0.16 -0.06
H -3.429 1.172 -4.291 -0.09 -0.12 -0.28
H -3.425 -0.844 -2.605 -0.11 -0.30 -0.21
H -4.717 0.297 -2.594 -0.34 0.29 0.05
H -3.555 1.423 -0.632 0.07 0.33 0.24
H -4.058 -0.203 -0.381 -0.10 -0.21 0.26
H -1.271 0.783 -0.986 0.31 0.15 -0.19
H -1.678 -0.876 -1.223 0.14 -0.45 0.07
H 0.489 -0.433 0.298 0.32 0.05 -0.24
H 1.057 -2.373 5.768 -0.05 0.06 0.46
H -2.646 -0.610 4.104 -0.40 0.01 0.13
C 6.084 -0.343 -0.198 0.06 0.00 0.02
C 6.701 -1.040 0.752 -0.01 0.04 -0.05
C 5.941 -1.917 1.680 -0.03 -0.01 0.01
O 6.505 -2.549 2.547 0.03 -0.02 0.02
C 4.470 -1.988 1.506 -0.03 -0.01 0.00
C 3.856 -1.291 0.555 0.11 -0.06 0.00
C 4.612 -0.415 -0.370 -0.03 0.00 -0.02
O 4.048 0.219 -1.237 -0.01 0.02 -0.02
H 6.617 0.304 -0.884 -0.03 0.01 -0.02
H 7.773 -1.003 0.897 0.00 -0.02 0.03
H 3.932 -2.629 2.193 0.01 0.02 0.02
H 2.787 -1.325 0.416 -0.05 0.02 0.01
```
Forces are in eV/Å.

Want to see where the charge sits? The Mulliken charges in e are: -1.22 -0.64 -0.39 -0.46 -1.32 -0.56 -0.44 0.14 -0.41 0.34 -0.60 0.43 -0.16 -0.54 -0.23 0.58 -0.40 -0.22 -0.13 0.20 -0.59 0.31 0.30 0.40 0.36 0.31 0.12 0.38 0.29 0.51 0.34 0.40 0.36 0.53 0.14 0.42 0.56 0.35 0.54 -0.38 -0.41 0.40 -0.55 -0.38 -0.12 0.38 -0.56 0.41 0.41 0.51 0.28

=====

Density functional theory data (ωB97M-V with the def2-TZVPD basis set) for a molecular structure, C19H40BHgO in a non-equilibrium geometry.

Properties
**LUMO**: -8.35 eV
**Gap between HOMO and LUMO**: 3.52 eV
**Total charge**: +1
**HOMO energy**: -11.87 eV

Geometry as XYZ:
```
62
Properties=species:S:1:pos:R:3:forces:R:3
C -4.123 2.421 -3.329 0.16 -1.09 -0.06
C -4.194 1.651 -4.812 -0.89 1.05 0.13
C -2.991 2.069 -5.827 -0.58 0.14 -0.94
C -1.518 1.467 -5.531 0.27 -0.16 -0.55
C -1.348 0.417 -4.308 1.83 0.06 0.69
C 0.155 0.720 -3.636 0.56 -0.17 -0.51
C 0.884 -0.665 -3.129 0.44 0.64 0.47
C 0.507 -1.076 -1.567 0.46 -1.08 -0.72
C -0.340 -2.478 -1.650 0.04 -0.07 -0.21
C -0.304 -3.392 -0.287 -1.11 -0.55 -0.37
C -0.569 -2.570 1.107 -0.21 -1.04 0.87
C 0.252 -3.252 2.381 0.17 0.73 0.53
C 0.966 -2.019 3.253 -0.49 -0.60 -0.49
C -0.094 -1.241 4.235 2.86 -2.34 2.10
C 0.560 -0.036 5.136 0.95 -2.85 -0.39
B 1.394 1.091 4.250 1.16 0.83 1.89
C 1.228 2.633 4.803 1.03 1.46 0.08
C 2.998 0.735 4.147 1.75 0.04 -1.20
C 3.386 1.168 2.461 0.92 -1.13 -1.22
C 5.034 0.852 2.015 -5.88 1.40 1.94
O 3.738 -0.030 1.520 1.82 5.01 3.35
H -4.484 3.534 -3.374 0.65 -2.24 -0.04
H -3.019 2.408 -2.884 -2.39 0.01 -0.95
H -4.832 1.780 -2.622 1.53 1.64 -1.27
H -5.210 2.043 -5.294 2.16 -0.90 0.90
H -4.355 0.478 -4.687 0.74 2.55 -0.23
H -3.318 1.715 -6.916 0.64 0.74 2.33
H -2.900 3.256 -5.912 -0.39 -2.57 0.39
H -1.158 0.914 -6.526 -0.63 1.24 2.25
H -0.769 2.358 -5.356 -1.51 -1.76 -0.30
H -2.094 0.510 -3.416 1.04 -0.17 -1.99
H -1.295 -0.701 -4.679 -0.42 2.29 0.68
H 0.880 1.200 -4.452 -1.71 -1.07 1.59
H 0.078 1.544 -2.775 0.13 -1.93 -1.73
H 0.622 -1.544 -3.877 0.42 1.85 1.62
H 2.057 -0.545 -3.168 -2.37 -0.09 -0.02
H -0.075 -0.217 -1.007 1.08 -1.74 -1.22
H 1.518 -1.287 -0.987 -2.07 0.51 -1.06
H -1.436 -2.198 -2.010 2.14 -0.74 1.00
H 0.104 -3.165 -2.517 -0.85 1.60 1.90
H 0.671 -4.080 -0.249 -1.94 1.89 0.01
H -1.206 -4.169 -0.388 2.01 1.57 0.24
H -1.726 -2.669 1.381 2.44 0.47 -0.74
H -0.272 -1.439 1.084 -0.53 -2.09 -0.33
H -0.485 -3.885 3.074 1.71 1.34 -1.50
H 1.144 -3.939 2.037 -1.95 1.34 0.53
H 1.479 -1.333 2.452 -0.95 -0.96 1.73
H 1.823 -2.477 3.921 -1.75 1.06 -1.03
H -0.488 -2.059 5.008 0.25 1.73 -1.85
H -1.064 -0.844 3.673 1.79 -3.07 -0.91
H 1.277 -0.524 5.930 -1.64 0.84 -1.38
H -0.339 0.502 5.702 1.06 0.06 -0.47
H 0.955 1.053 3.146 -1.82 0.08 -1.24
H 1.575 2.689 5.930 -0.70 -0.12 -2.15
H 1.979 3.339 4.208 -1.88 -1.08 1.29
H 0.128 3.027 4.686 1.80 -0.61 0.12
H 3.264 -0.399 4.251 -0.21 2.19 -0.17
H 3.700 1.435 4.767 -1.23 -1.52 -1.05
H 2.842 2.193 1.985 1.40 -3.35 1.16
H 5.230 1.812 1.376 0.28 -2.53 0.97
H 5.342 0.659 3.127 0.36 -0.25 -2.85
Hg -1.763 0.559 4.125 -1.93 3.51 0.39
```
Forces are in eV/Å.

Want to see where the charge sits? The Mulliken charges in e are: -0.81 -0.53 -0.52 -0.65 -0.12 -0.68 -0.73 -0.10 -0.67 -0.75 -0.13 -0.63 -0.16 0.39 -1.53 -0.17 -0.77 -0.60 0.12 -0.54 -0.31 0.33 0.18 0.23 0.32 0.28 0.27 0.24 0.22 0.31 0.07 0.30 0.40 0.18 0.33 0.31 0.24 0.14 0.17 0.33 0.34 0.29 0.25 0.00 0.29 0.34 -0.06 0.41 0.39 0.01 0.33 0.38 0.15 0.28 0.23 0.20 0.31 0.43 0.29 0.32 0.32 0.56

=====

Density functional theory data (ωB97M-V with the def2-TZVPD basis set) for 2 unconnected molecules or ions with the total composition CH4IN3 in a non-equilibrium geometry.

Properties
**LUMO (spin up / spin down)**: -2.43 / -2.40 eV
**Energy above the lowest of the compared OMol25 structures with the same formula, charge and spin**: 133.6 kJ/mol
**Gap between HOMO and LUMO (spin up / spin down)**: 6.63 / 6.68 eV
**HOMO energy (spin up / spin down)**: -9.06 / -9.08 eV

Geometry as XYZ:
```
9
Properties=species:S:1:pos:R:3:forces:R:3
C 0.892 -1.173 -0.082 -0.57 -0.50 0.48
N 0.855 0.240 0.030 -0.37 1.12 -0.29
N -0.111 0.972 -0.040 0.42 -0.48 1.07
N -0.276 2.166 0.088 -1.95 1.63 -0.21
I -2.627 -0.342 0.153 1.04 0.34 -0.19
H -0.204 -1.304 -0.257 0.28 -1.18 0.04
H 1.225 -1.623 0.901 -0.41 0.43 -1.20
H 1.518 -1.525 -0.928 -0.45 0.31 0.54
H -1.272 2.589 0.134 2.01 -1.69 -0.24
```
Forces are in eV/Å.

Want to see where the charge sits? The Mulliken charges in e are: -0.27 -0.24 0.71 -0.73 -0.25 0.07 0.19 0.20 0.31

=====

Density functional theory data (ωB97M-V with the def2-TZVPD basis set) for 2 unconnected molecules or ions with the total composition C4H9NO2 in a non-equilibrium geometry.

Properties
**LUMO**: 0.56 eV
**Energy above the lowest of the compared OMol25 structures with the same formula, charge and spin**: 431.6 kJ/mol
**Gap between HOMO and LUMO**: 10.66 eV
**HOMO energy**: -10.10 eV

Geometry as XYZ:
```
16
Properties=species:S:1:pos:R:3:forces:R:3
C 2.620 -0.403 -0.181 2.81 -1.16 3.47
C 1.158 -0.578 -0.424 -2.13 -1.51 0.46
C 0.074 0.125 0.434 4.55 -0.92 4.02
C -1.346 -0.305 0.085 6.31 8.57 -3.27
H 3.233 -0.855 -1.016 -0.73 -0.18 1.29
H 3.075 0.609 -0.135 -0.90 -0.22 0.16
H 3.051 -0.943 1.189 -1.25 1.39 -4.24
H 1.034 -0.207 -1.420 -0.47 -0.29 -1.18
H 0.783 -1.667 -0.275 1.20 1.48 -0.96
H 0.545 -0.297 1.560 -2.24 1.01 -2.61
H 1.288 1.841 0.276 -2.79 -0.82 0.21
H -0.019 1.937 1.450 0.64 -0.88 -3.93
H -1.041 1.337 -0.905 -2.55 -2.45 0.75
N 0.224 1.563 0.376 1.86 2.55 3.46
O -1.810 0.534 -0.826 1.03 2.76 -1.15
O -1.760 -1.251 0.471 -5.33 -9.34 3.51
```
Forces are in eV/Å.

Want to see where the charge sits? The Mulliken charges in e are: -1.11 -0.53 0.22 0.33 0.31 0.34 0.19 0.29 0.28 0.30 0.28 0.30 0.48 -0.73 -0.55 -0.40

=====

Density functional theory data (ωB97M-V with the def2-TZVPD basis set) for a molecular structure, ClH3N2O4S2 in a non-equilibrium geometry.

Properties
**LUMO**: 0.00 eV
**Energy above the lowest of the compared OMol25 structures with the same formula, charge and spin**: 40.7 kJ/mol
**Gap between HOMO and LUMO**: 11.11 eV
**HOMO energy**: -11.12 eV

Geometry as XYZ:
```
12
Properties=species:S:1:pos:R:3:forces:R:3
N -0.516 0.157 -0.317 -1.79 -0.82 0.15
N 1.494 -0.531 1.158 0.21 1.06 -0.89
O 1.202 -1.742 -0.959 -1.75 0.41 0.78
O -0.447 -2.031 0.873 -1.26 -0.71 0.96
O 3.246 1.418 0.849 1.33 3.74 2.50
O 1.910 0.696 -1.150 1.34 0.74 1.38
S 0.371 -1.199 0.093 2.34 0.25 -1.29
S 2.610 0.481 0.088 -3.38 -4.21 -1.49
Cl 4.006 -0.899 -0.169 0.27 -0.52 -0.41
H -0.626 0.420 -1.294 0.78 -0.30 0.03
H -1.474 -0.043 0.024 0.74 0.21 -0.08
H 1.027 -0.189 2.050 1.17 0.14 -1.64
```
Forces are in eV/Å.

Want to see where the charge sits? The Mulliken charges in e are: -0.49 -0.36 -0.52 -0.60 -0.45 -0.45 1.10 0.98 -0.07 0.28 0.30 0.29

=====

E readings, ordered: -43206.6422, -38624.2945, -27225.6386, -13668.7496, -9875.5877, -45409.5538 eV